1.
37
Properties=species:S:1:pos:R:3 method="wB97M-V/def2-TZVPD" relative_energy_kj_mol=280.28 total_charge=-1 homo_energy_ev=-7.16 homo_lumo_gap_ha=0.3688 spin_multiplicity=1 energy_ev=-30510.380
N 0.7628 0.0436 -0.1712
O 1.6821 -0.0175 -0.9264
O 0.2752 1.1954 0.1836
O 0.0091 -0.9227 0.1346
O 0.2818 2.6564 2.2560
H 0.1708 1.9289 1.5635
H 0.5760 2.0754 3.0259
O -2.6901 2.2997 0.8967
H -3.1800 2.7413 1.5869
H -1.7828 2.7186 0.7457
O -0.4562 -0.2830 -3.3675
H -0.9012 -0.5666 -2.6930
H 0.4642 -0.5618 -3.3166
O -1.9165 -3.4598 0.1513
H -2.0493 -2.5809 -0.2303
H -1.3813 -3.2078 0.9648
O 3.2015 2.7516 -0.0191
H 2.8749 2.5530 -0.9282
H 2.7538 1.9796 0.5493
O -0.3422 4.0621 -0.1018
H 0.2270 4.0976 0.7037
H 0.0680 3.4150 -0.7537
O 0.4258 -3.2083 1.4913
H 1.0492 -3.3505 0.7393
H 0.2911 -2.3088 1.3273
O 0.9446 -3.2094 -1.8222
H 0.7861 -2.4575 -1.2862
H 1.4590 -3.9798 -1.3260
O -2.5746 -0.4166 1.4144
H -1.8713 -0.8284 0.8463
H -2.6207 0.6423 1.4182
O -2.4901 -1.1120 -1.4355
H -2.8606 -1.5933 -2.0696
H -3.0855 -0.4146 -1.0568
O 3.8820 -0.2955 0.8580
H 4.7091 0.1354 0.4586
H 3.3083 -0.5211 0.1889

---

2.
16
Properties=species:S:1:pos:R:3 method="wB97M-V/def2-TZVPD" relative_energy_kj_mol=314.72 total_charge=0 homo_energy_ev=-7.97 homo_lumo_gap_ha=0.3134 spin_multiplicity=1 energy_ev=-16272.104
C 1.1646 1.6524 -0.7057
C 1.5513 0.4970 -1.3318
C 0.1673 1.7991 0.2801
C 0.8617 -0.7164 -1.0587
C -0.6611 0.7973 0.5828
C -0.1252 -1.0256 -0.2814
O -1.7139 0.8050 1.4049
Si -1.0901 -2.3314 0.6009
H 1.7510 2.5869 -0.8947
H 2.2338 0.6186 -2.1620
H 0.1645 2.8541 0.6853
H 1.1585 -1.6536 -1.6367
H -1.7555 1.6283 2.0731
H -0.5036 -2.3243 1.9014
H -0.7839 -3.6225 -0.2690
H -2.4192 -1.5648 0.8115

---

3.
93
Properties=species:S:1:pos:R:3 method="wB97M-V/def2-TZVPD" total_charge=-1 homo_energy_ev="-3.93 / -3.93" homo_lumo_gap_ha="0.1985 / 0.1983" spin_multiplicity=1 energy_ev=-118303.074
Na 0.0375 0.6259 -0.4973
Cl -3.5395 7.3121 5.2994
C -3.1067 6.1071 4.0931
C -3.6279 4.8385 4.0890
C -3.1089 3.9283 3.1713
C -2.1394 4.2998 2.2044
C -1.8023 5.6357 2.1715
C -2.2487 6.5111 3.1519
C -1.5490 3.2111 1.3772
C -2.3712 2.4384 0.5460
C -3.7623 2.6699 0.3056
C -4.2120 1.5728 -0.3483
C -3.1186 0.7014 -0.4866
C -3.2779 -0.5918 -1.0945
C -4.5883 -1.1100 -1.3665
C -4.9656 -1.2716 -2.6941
C -6.1579 -1.9395 -2.9811
C -6.9636 -2.4344 -1.9717
Cl -8.5526 -3.1904 -2.2696
C -6.6415 -2.1256 -0.6707
C -5.4569 -1.5189 -0.3636
C -2.2246 -1.5811 -1.1232
N -0.8755 -1.4217 -0.9614
C -0.2442 -2.6455 -1.0519
C 1.0145 -2.9262 -0.5377
C 1.3792 -4.3034 -0.7653
C 1.6991 -5.1567 0.3180
C 1.9028 -6.5263 0.1309
C 2.0971 -7.0053 -1.1929
Cl 2.5625 -8.6517 -1.5779
C 2.0272 -6.1712 -2.2856
C 1.6365 -4.8079 -2.0664
C 1.8749 -2.0872 0.1190
C 3.2436 -2.3422 0.5174
C 3.8389 -1.2205 1.0075
C 2.7586 -0.2088 0.8851
N 1.6324 -0.7857 0.4674
C 2.8119 1.1048 1.3989
C 1.7962 2.0655 1.7178
C 1.8129 3.1057 2.7422
C 0.5566 3.6804 2.7168
C -0.1361 3.0168 1.5892
N 0.6610 2.1081 0.9773
C 4.1471 1.4140 2.0371
C 5.1423 2.0769 1.3526
C 6.3408 2.4894 1.8999
C 6.4875 2.2985 3.2673
Cl 7.9099 2.8877 3.9611
C 5.5716 1.5283 3.9610
C 4.4144 1.0676 3.3669
C -1.2923 -3.6637 -1.2777
C -2.5234 -3.0359 -1.2773
N -1.9846 1.2390 0.0492
H -4.3390 4.4696 4.8474
H -3.4371 2.9066 3.2026
H -0.9453 6.0930 1.4980
H -1.8809 7.5276 3.1990
H -4.3487 3.5729 0.4411
H -5.2089 1.4364 -0.7854
H -4.3298 -0.9899 -3.5411
H -6.3803 -2.2221 -4.0399
H -7.3372 -2.4008 0.0920
H -5.1795 -1.2208 0.6303
H 1.5669 -4.7838 1.3212
H 1.9639 -7.2168 0.9755
H 2.0770 -6.5533 -3.2919
H 1.4290 -4.1921 -2.9588
H 3.8093 -3.2707 0.2721
H 4.8141 -0.9710 1.3790
H 2.5048 3.2395 3.5366
H 0.1229 4.4378 3.3943
H 5.0130 2.3650 0.2814
H 7.1750 2.9250 1.3663
H 5.7853 1.3869 5.0143
H 3.6983 0.5924 4.0316
H -1.1705 -4.7435 -1.2855
H -3.5527 -3.5107 -1.3752
C 0.0294 -1.4834 -4.5852
N 0.9274 -0.5825 -3.8446
C 2.1348 -0.9609 -3.3311
C 2.7449 -0.1824 -2.4204
C 2.2465 1.1600 -2.3325
N 1.0941 1.4938 -2.8194
C 0.2680 0.5379 -3.3669
O -0.9008 0.6149 -3.5077
N 3.0632 2.0843 -1.7845
H -0.3819 -0.9714 -5.4737
H -0.8119 -1.7639 -3.9325
H 0.6121 -2.3584 -4.9040
H 2.4333 -1.9682 -3.6204
H 3.6677 -0.4392 -1.8577
H 3.5386 1.7633 -0.9300
H 2.5994 2.9677 -1.5248